Entry from OMol25: the molecule C6H10S in a non-equilibrium geometry (the ωB97M-V functional and the def2-TZVPD basis).

Each line ends with the natural charge from an NBO analysis.
Atoms and positions in Å:
C: -0.501 2.072 0.968  -0.620
H: 3.059 -2.052 -0.715  0.244
H: -1.049 -0.806 -1.012  0.221
C: -1.358 -0.244 -0.023  -0.590
H: -1.190 -0.872 0.953  0.210
C: -0.493 0.985 -0.127  -0.270
H: 3.048 -1.831 1.045  0.245
H: -2.370 0.121 -0.028  0.212
C: 2.410 -1.769 0.162  -0.666
H: -0.799 1.432 -1.037  0.225
H: -1.416 2.240 1.572  0.221
C: 1.782 -0.523 -0.133  -0.003
H: -0.204 3.037 0.469  0.226
H: 1.579 -2.406 0.343  0.233
H: 0.267 1.890 1.787  0.224
S: 2.498 1.140 -0.682  -0.109
C: 0.876 0.345 -0.167  -0.003

Output
**E_LUMO**: 0.850 eV
**Calculated total energy**: -632.69065 Eh
**Structure (SMILES)**: CC1=C(C(C)C)S1
**Charge**: 0
**E_HOMO**: -7.4 eV
**Max |F|**: 2.91 eV/Å
**Energy above the lowest of the compared OMol25 structures with the same formula, charge and spin**: 74.6 kcal per mole

---

Entry from OMol25: a structure of composition C13H27MnN2OPS in a non-equilibrium geometry (the ωB97M-V functional and the def2-TZVPD basis).

Each line ends with the natural charge from an NBO analysis.
Atoms and positions in Å:
P: 0.345 -2.705 -0.105  1.295
C: 0.200 -0.857 -3.759  -0.227
S: 0.146 -0.290 2.791  0.118
C: -0.940 -3.497 0.889  -0.969
C: -0.190 1.344 -2.285  0.239
H: 1.626 2.471 1.096  0.215
H: -0.211 1.422 4.434  0.241
H: -0.334 2.523 -4.039  0.262
H: -0.732 -4.563 1.090  0.301
H: -1.115 -2.949 1.829  0.296
H: -0.484 3.151 1.900  0.217
C: 1.822 0.170 3.203  -0.748
H: 2.151 0.922 2.465  0.224
C: -0.722 0.486 4.154  -0.730
H: 2.197 -3.752 0.963  0.291
H: -1.320 -2.769 -1.856  0.296
O: -3.163 0.268 0.811  -1.220
H: 1.538 3.573 -0.298  0.211
H: -1.835 -3.359 0.264  0.270
N: -0.161 0.129 -1.658  -0.638
H: -1.703 2.596 -1.476  0.242
H: 0.639 -1.448 0.518  0.020
H: -3.649 0.776 0.132  0.455
H: -1.736 0.676 3.769  0.256
H: -1.934 3.267 0.753  0.227
C: -0.160 1.510 -3.665  -0.211
H: 1.791 1.791 -0.578  0.208
H: -0.483 4.398 0.572  0.210
C: -0.244 -2.482 -1.839  -0.780
H: -0.165 3.453 -1.835  0.232
H: 2.533 -3.263 -0.725  0.278
N: -0.167 2.373 0.003  -0.525
C: 1.304 2.551 0.054  -0.425
C: 1.800 -3.724 -0.059  -0.966
C: 0.095 0.373 -4.424  -0.083
C: -0.596 2.516 -1.426  -0.298
C: -0.008 -1.000 -2.395  0.225
H: 0.107 -3.290 -2.539  0.314
C: -0.832 3.384 0.875  -0.423
Mn: -1.209 0.227 0.232  1.531
H: -0.782 -0.186 5.025  0.255
H: 1.628 -4.757 -0.372  0.298
H: 0.353 -1.766 -4.317  0.242
H: 1.920 0.563 4.232  0.269
H: 0.199 0.457 -5.501  0.264
H: 2.478 -0.711 3.095  0.241

Output
**E_LUMO (spin up / spin down)**: -6.340 / -6.871 eV
**2S+1**: 6
**Calculated total energy**: -2586.28320 Eh
**Charge**: +2
**E_HOMO (spin up / spin down)**: -15.1 / -15.2 eV
**Max |F|**: 2.62 eV/Å
**Energy above the lowest of the compared OMol25 structures with the same formula, charge and spin**: 5.1 kcal per mole

---

Entry from OMol25: the molecule C23H24N6O2 in a non-equilibrium geometry (the ωB97M-V functional and the def2-TZVPD basis).

Each line ends with the natural charge from an NBO analysis.
Atoms and positions in Å:
C: 0.551 -2.888 -0.835  -0.203
C: -2.966 -3.517 1.979  -0.207
H: -2.252 -1.493 -3.065  0.204
C: 2.764 3.982 0.654  -0.084
N: 1.246 -0.626 2.473  -0.087
H: -1.745 -4.600 3.362  0.216
C: 0.469 -3.074 3.525  -0.631
C: -0.601 -3.629 -1.036  -0.223
H: -2.500 -3.705 -2.020  0.212
H: -1.940 1.677 -1.489  0.207
C: -0.318 -1.124 -2.224  0.063
C: 0.046 0.321 0.930  0.279
C: -1.463 -1.881 -2.434  -0.249
H: -0.716 -4.595 -0.567  0.216
H: -3.773 -4.232 2.034  0.219
H: 0.171 4.265 0.641  0.161
H: 1.355 -3.088 2.893  0.236
C: -1.604 -3.127 -1.847  -0.216
N: 1.125 1.057 1.140  -0.324
C: 1.393 1.676 -1.695  0.829
C: -0.756 -2.836 2.706  -0.023
H: 0.611 -2.270 4.244  0.241
C: 0.743 4.874 -0.078  -0.073
C: -0.174 0.240 -2.855  -0.258
H: 3.526 3.806 -1.369  0.186
C: -0.874 -1.708 1.877  0.219
H: -0.774 2.526 -0.439  0.229
N: 1.813 0.440 2.077  -0.039
C: -0.982 1.596 -0.965  -0.249
N: 1.634 2.915 -1.187  -0.462
C: 0.872 4.122 -1.410  -0.243
N: 0.060 1.357 -1.947  -0.476
C: 2.949 3.207 -0.652  -0.243
C: -3.074 -2.418 1.165  -0.174
H: 1.345 -3.282 -0.216  0.215
O: 2.299 0.910 -1.966  -0.662
H: -2.965 -0.280 -0.424  0.219
C: -1.815 -3.723 2.735  -0.187
H: 3.463 2.265 -0.468  0.249
C: -1.057 0.495 0.059  0.025
H: 0.680 0.221 -3.538  0.246
H: -0.098 3.905 -1.853  0.216
N: 0.107 -0.754 1.784  -0.187
C: -2.083 -0.382 0.190  -0.152
H: 2.258 3.331 1.379  0.190
H: 3.727 4.303 1.053  0.193
C: 0.698 -1.649 -1.432  -0.263
H: 1.433 4.762 -2.107  0.194
H: 1.605 -1.079 -1.298  0.256
O: 2.012 5.165 0.451  -0.526
H: -1.079 0.474 -3.428  0.192
C: -2.025 -1.492 1.087  -0.092
H: -3.957 -2.256 0.567  0.216
H: 0.241 5.833 -0.221  0.193
H: 0.393 -4.019 4.056  0.212

Output
**E_LUMO**: -0.033 eV
**Calculated total energy**: -1369.86443 Eh
**Structure (SMILES)**: Cc1cccc2cc(CN(Cc3ccccc3)C(=O)N3CCOCC3)c3nnnn3c12
**Charge**: 0
**E_HOMO**: -8.5 eV
**Max |F|**: 1.95 eV/Å
**Energy above the lowest of the compared OMol25 structures with the same formula, charge and spin**: 28.0 kcal per mole